7
Properties=species:S:1:pos:R:3 method="wB97M-V/def2-TZVPD" multiplicity=1 smiles="[H]/N=C/C=S" homo_ev=-9.32 relative_energy_kj_mol=379.45 total_energy_ev=-14443.5364 gap_ev=7.29
C -0.017 -0.081 0.094
C -1.611 0.421 -0.043
N 1.200 0.411 -0.113
S -3.416 -0.045 0.001
H 0.116 -1.168 0.378
H -1.702 1.523 -0.086
H 1.754 -0.397 -0.197